#a
Computed, not measured: the ion C2H3N2O3 with charge -1, with wB97M-V/def2-TZVPD.

Each line ends with the Mulliken charge.
Cartesian coordinates (Å):
O 0.838 3.301 -0.498  -0.5603
C 0.354 2.240 -0.255  0.6076
N -0.227 1.475 0.500  -0.4938
C -0.577 0.121 0.003  -0.1912
N 0.304 -0.314 -0.951  -0.0539
O 0.723 0.651 -1.782  -0.7251
O 1.446 -1.019 -0.461  -0.3638
H -0.700 -0.485 0.827  0.3244
H -1.522 0.278 -0.593  0.1821
H 2.062 -0.374 -0.302  0.2742

- Frontier orbital gap: 6.9880 eV
- Net charge: -1
- HOMO energy: -2.8 eV
- SMILES: O=C=NCN([O-])O
- E_LUMO: 4.229 eV

#b
Computed, not measured: the ion C2H3N2O3 with charge -1, with wB97M-V/def2-TZVPD.

Each line ends with the Mulliken charge.
Cartesian coordinates (Å):
N -1.773 1.431 -0.450  -0.4478
O -0.713 0.766 0.231  -0.2230
C -0.280 -0.468 -0.284  0.5605
O -0.804 -1.028 -1.205  -0.5877
N 0.632 -1.133 0.643  -0.5382
C 1.859 -0.783 0.932  0.1331
O 2.685 -0.222 0.246  -0.6346
H -2.453 0.800 -0.843  0.2652
H -1.368 1.836 -1.261  0.2308
H 2.214 -1.200 1.990  0.2416

- Frontier orbital gap: 8.1486 eV
- Net charge: -1
- HOMO energy: -4.0 eV
- SMILES: NO/C([O-])=N\C=O
- E_LUMO: 4.112 eV

Stability, lowest: #a

#a
Computed, not measured: a structure of composition HO3S3, with wB97M-V/def2-TZVPD.

Each line ends with the Mulliken charge.
Cartesian coordinates (Å):
O 0.276 -0.066 -1.642  -0.5492
O -0.389 1.019 0.556  -0.4475
O -1.951 -0.031 -0.839  -0.6289
S 2.198 0.361 1.199  -0.4493
S -0.215 -1.873 0.405  -0.1610
S -0.563 -0.161 -0.463  0.9644
H 0.645 0.750 0.784  0.2715

- Frontier orbital gap (alpha / beta): 5.5548 / 7.0547 eV
- Net charge: -1
- HOMO energy (alpha / beta): -4.8 / -5.1 eV
- E_LUMO (alpha / beta): 0.718 / 1.983 eV

#b
Computed, not measured: a cluster of 2 separate species, HO3S3 in total, with wB97M-V/def2-TZVPD.

Each line ends with the Mulliken charge.
Cartesian coordinates (Å):
O -0.711 -0.453 1.269  -0.4088
O 0.610 -2.350 0.288  -0.5064
O -1.542 -1.548 -0.691  -0.4489
S 0.428 2.493 -0.196  -0.2502
S 0.825 1.233 -1.826  -0.4022
S -0.407 -1.262 0.147  0.9024
H 0.798 1.888 1.009  0.1140

- Frontier orbital gap (alpha / beta): 5.1620 / 6.6727 eV
- Net charge: -1
- HOMO energy (alpha / beta): -3.4 / -4.0 eV
- E_LUMO (alpha / beta): 1.810 / 2.680 eV

#c
Computed, not measured: the ion HO3S3 with charge -1, with wB97M-V/def2-TZVPD.

Each line ends with the Mulliken charge.
Cartesian coordinates (Å):
O -0.056 1.366 0.465  -0.5380
S 0.766 0.409 -0.181  1.0093
O 0.628 0.439 -1.616  -0.5431
O 2.578 0.187 0.524  -0.7287
S 0.018 -1.482 0.216  -0.1106
S -1.823 -0.762 -0.278  -0.2426
H -2.111 -0.157 0.870  0.1537

- Frontier orbital gap: 8.0385 eV
- Net charge: -1
- HOMO energy: -4.9 eV
- SMILES: O=S(=O)([O-])SS
- E_LUMO: 3.137 eV

Stability, lowest: #a

#a
Computed, not measured: a cluster of 2 separate species, CH5N3O in total, with wB97M-V/def2-TZVPD.

Each line ends with the Mulliken charge.
Cartesian coordinates (Å):
H 1.104 1.406 -3.190  0.2518
N 1.340 1.765 -2.240  -0.4445
N 0.982 1.357 -1.203  0.0898
O 0.107 0.284 -1.267  -0.4300
H -0.119 -0.038 -0.307  0.5023
C -0.348 -1.181 1.759  -0.2219
N -1.007 -0.468 1.049  -0.4089
H 0.563 -1.547 1.313  0.2184
H -0.742 -1.658 2.709  0.2273
H -1.881 0.081 1.378  0.2158

- Frontier orbital gap: 9.8710 eV
- Net charge: 0
- HOMO energy: -9.0 eV
- SMILES: [H]/N=N\O.C=N
- E_LUMO: 0.865 eV

#b
Computed, not measured: a cluster of 2 separate species, CH5N3O in total, with wB97M-V/def2-TZVPD.

Each line ends with the Mulliken charge.
Cartesian coordinates (Å):
C -2.052 0.318 -0.016  -0.0774
N 0.355 1.017 -0.557  -0.7172
N 0.700 -0.046 -0.203  0.6668
N 2.027 -0.378 0.010  -0.7361
O -1.763 -0.848 -0.266  -0.5265
H -2.740 0.956 -0.578  0.2809
H -1.551 0.625 0.944  0.2596
H 2.575 0.443 0.220  0.2886
H 2.274 -1.145 0.612  0.2293
H 0.176 -0.940 -0.167  0.3319

- Frontier orbital gap: 9.6582 eV
- Net charge: 0
- HOMO energy: -8.6 eV
- E_LUMO: 1.062 eV

Stability, lowest: #b

#a
Computed, not measured: a cluster of 2 separate species, CH5N3O in total, with wB97M-V/def2-TZVPD.

Each line ends with the Mulliken charge.
Cartesian coordinates (Å):
C 2.372 -0.276 -0.047  0.0677
N -1.724 -0.169 -0.515  0.2803
N 1.713 0.854 0.230  -0.3082
N -1.328 0.490 0.353  -0.7123
O 3.549 -0.424 -0.270  -0.5606
H 1.669 -0.988 -0.214  0.2810
H -1.141 -0.754 -1.201  0.1973
H -2.731 -0.339 -0.756  0.2269
H 2.292 1.749 0.433  0.2406
H 0.769 0.708 0.471  0.2873

- Frontier orbital gap: 9.5144 eV
- Net charge: 0
- HOMO energy: -9.0 eV
- E_LUMO: 0.496 eV

#b
Computed, not measured: a cluster of 2 separate species, CH5N3O in total, with wB97M-V/def2-TZVPD.

Each line ends with the Mulliken charge.
Cartesian coordinates (Å):
C 0.458 1.606 0.407  -0.1660
N 0.603 0.033 -0.882  -0.6949
N -0.107 -0.707 -0.237  0.4106
N -0.585 -1.840 -0.747  -0.5393
O 0.094 0.931 1.491  -0.4881
H -0.239 2.142 -0.162  0.2544
H 1.371 2.088 0.580  0.2468
H -0.327 -2.136 -1.660  0.2622
H -1.189 -2.177 0.010  0.2424
H -0.078 0.060 1.201  0.4718

- Frontier orbital gap: 9.5808 eV
- Net charge: 0
- HOMO energy: -8.7 eV
- E_LUMO: 0.893 eV

#c
Computed, not measured: the molecule CH5N3O, with wB97M-V/def2-TZVPD.

Each line ends with the Mulliken charge.
Cartesian coordinates (Å):
N 2.018 -0.328 0.120  -0.5528
N 0.629 -0.554 0.020  -0.1741
C -0.079 0.480 0.015  -0.0105
N -1.504 0.417 0.137  -0.2111
O -1.982 -0.853 -0.142  -0.4079
H 2.477 -1.125 -0.282  0.2546
H 2.397 0.506 -0.384  0.2310
H 0.374 1.515 0.052  0.2640
H -2.066 1.085 -0.381  0.2455
H -2.264 -1.143 0.844  0.3615

- Frontier orbital gap: 9.3674 eV
- Net charge: 0
- HOMO energy: -8.3 eV
- SMILES: N/N=C/NO
- E_LUMO: 1.057 eV

Stability, lowest: #b